101
Properties=species:S:1:pos:R:3:forces:R:3 method="wB97M-V/def2-TZVPD" charge=-1
B 2.292 3.375 2.140 -0.4 0.3 -1.0
C 2.245 4.427 0.870 -0.3 0.7 -1.1
C 3.125 3.915 -0.441 -0.3 1.5 0.1
C 2.545 2.545 -1.133 -1.1 1.0 0.8
S 3.877 1.387 -1.798 -0.3 -1.1 0.9
C 4.824 0.569 -0.368 1.2 0.5 2.1
S 6.007 1.588 0.387 -2.1 -2.2 -1.6
N 4.617 -0.861 0.078 -0.1 2.6 0.9
C 5.594 -1.296 1.147 1.6 -1.3 0.2
C 5.411 -2.886 1.611 0.5 0.5 -0.1
C 4.778 -2.994 3.121 -0.4 -1.2 0.2
C 5.780 -3.794 4.178 0.0 -0.2 -0.3
C 5.049 -5.057 4.926 -0.1 0.5 0.7
C 4.799 -4.567 6.505 0.6 -1.0 -0.6
C 6.167 -5.080 7.318 -0.5 2.0 -0.1
C 6.487 -3.904 8.434 -0.2 -0.8 -0.4
C 3.178 -1.168 0.430 -1.8 0.0 -1.3
C 2.512 -2.365 -0.530 0.0 0.2 1.4
C 0.887 -2.168 -0.444 -0.2 -1.6 -0.1
C 0.187 -1.554 -1.792 0.6 0.4 -0.7
C -0.352 -0.011 -1.659 -0.6 0.0 -1.2
C -1.195 0.318 -0.293 1.1 0.2 0.4
C -2.480 1.317 -0.490 0.2 0.3 0.7
C -2.213 2.851 0.120 -0.9 -1.0 0.2
H 1.962 3.871 3.179 -0.2 0.4 0.5
H 1.524 2.497 1.866 -0.7 -0.9 0.0
H 3.354 2.851 2.205 1.0 -0.2 0.2
H 2.594 5.487 1.274 -0.4 -1.8 -1.4
H 1.141 4.566 0.473 1.9 0.0 0.7
H 4.254 3.853 -0.137 -2.2 -0.3 -0.6
H 3.037 4.770 -1.267 0.4 -1.8 1.4
H 1.909 2.885 -2.084 1.6 -1.1 1.8
H 1.788 1.938 -0.456 1.8 1.4 -1.1
H 6.696 -1.239 0.698 -2.5 0.3 0.9
H 5.561 -0.672 2.136 -0.1 -0.8 -2.0
H 6.498 -3.368 1.652 -2.3 1.1 -0.2
H 4.810 -3.495 0.790 1.1 1.3 1.9
H 3.803 -3.671 3.048 1.9 1.6 0.2
H 4.482 -1.953 3.601 0.6 -2.1 -1.3
H 6.744 -4.224 3.646 -2.0 1.1 0.8
H 6.130 -3.022 4.988 -0.5 -1.6 -1.5
H 4.045 -5.404 4.422 1.9 1.0 0.8
H 5.771 -5.997 4.893 -1.5 1.9 0.3
H 3.821 -5.036 6.950 2.0 0.7 -0.7
H 4.669 -3.384 6.578 0.4 -2.6 -0.3
H 5.964 -6.138 7.781 0.6 2.1 -0.8
H 7.104 -5.077 6.579 -2.2 -0.3 1.5
H 7.486 -4.180 8.978 -2.0 0.7 -0.7
H 5.552 -3.838 9.137 2.0 -0.1 -1.0
H 6.596 -2.854 7.912 -0.1 -2.2 0.9
H 2.998 -1.487 1.545 0.7 0.8 -2.1
H 2.535 -0.191 0.234 1.3 -2.0 0.5
H 2.760 -3.396 0.018 -0.4 2.1 -1.5
H 2.948 -2.350 -1.624 -0.9 0.0 2.3
H 0.657 -1.591 0.547 0.2 -0.9 -2.0
H 0.428 -3.261 -0.297 0.9 2.3 -0.2
H 1.030 -1.556 -2.636 -1.8 0.0 1.7
H -0.679 -2.244 -2.236 1.7 1.4 1.3
H 0.556 0.723 -1.863 -1.9 -1.5 0.8
H -1.098 0.164 -2.574 1.6 -0.4 1.9
H -1.509 -0.706 0.227 0.5 2.2 -1.2
H -0.433 0.852 0.452 -1.7 -1.2 -1.4
H -2.756 1.466 -1.618 0.4 -0.7 2.1
H -3.384 0.815 0.107 1.8 1.3 -1.4
H -1.576 3.492 -0.626 -1.2 -1.2 1.6
H -1.704 2.785 1.176 -0.8 0.2 -2.2
H -3.296 3.310 0.286 2.3 -0.6 -0.5
C -5.567 -2.070 -5.478 -0.2 -0.1 -0.2
C -5.135 -2.387 -4.049 0.3 0.3 -0.2
C -4.888 -1.128 -3.186 0.4 -0.2 0.2
O -3.651 -0.463 -3.457 -0.8 -0.1 0.0
C -3.689 0.412 -4.574 0.4 0.0 0.1
N -3.949 -3.255 -4.089 0.1 0.2 0.3
H -4.737 -1.732 -6.105 0.0 0.0 0.2
H -5.983 -2.964 -5.957 0.1 0.1 0.1
H -6.342 -1.297 -5.491 0.1 0.0 0.0
H -5.955 -2.948 -3.582 0.1 0.1 0.1
H -4.825 -1.446 -2.139 0.1 0.0 -0.1
H -5.728 -0.426 -3.245 0.0 0.1 -0.2
H -4.659 0.906 -4.680 0.0 -0.1 0.0
H -3.436 -0.135 -5.485 -0.2 0.1 -0.2
H -2.924 1.179 -4.429 -0.1 -0.1 0.1
H -3.719 -3.537 -3.135 -0.1 0.0 -0.2
H -3.154 -2.671 -4.366 -0.2 -0.2 0.0
C -6.813 3.805 -3.813 -0.1 -0.2 -0.3
C -5.984 3.353 -2.613 0.0 0.5 0.0
C -6.623 3.713 -1.252 0.4 0.0 0.1
O -6.486 5.088 -0.883 -0.5 -0.5 -0.2
C -7.449 5.951 -1.469 0.4 0.2 0.2
N -4.626 3.905 -2.735 -0.1 0.0 0.4
H -6.739 4.880 -3.997 0.0 -0.1 0.1
H -6.467 3.302 -4.724 0.0 0.1 0.2
H -7.869 3.553 -3.677 0.1 0.0 0.0
H -5.914 2.259 -2.663 0.0 0.1 0.2
H -6.096 3.148 -0.475 0.0 0.2 0.0
H -7.672 3.400 -1.203 -0.1 0.1 -0.1
H -8.423 5.466 -1.585 0.1 -0.1 -0.1
H -7.086 6.316 -2.432 -0.2 0.0 -0.1
H -7.570 6.817 -0.814 0.1 -0.1 0.0
H -4.052 3.528 -1.979 0.0 0.0 -0.2
H -4.684 4.905 -2.517 0.0 -0.3 -0.2

117
Properties=species:S:1:pos:R:3:forces:R:3 method="wB97M-V/def2-TZVPD" smiles="COC(=O)OC.COC(=O)OC.CNC(C)=O.CNC(C)=O.CNC(C)=O.CNC(C)=O.CC(N)=O.CC(N)=O.CC(N)=O.CC(N)=O.CC(N)=O"
C 3.006 17.541 13.227 0.7 -0.9 0.5
O 2.984 17.655 11.826 0.6 -1.4 -3.4
C 3.915 16.970 11.022 2.7 1.0 -0.1
O 4.945 16.410 11.393 -2.7 0.7 0.1
O 3.721 17.237 9.681 -2.8 0.4 3.8
C 4.622 16.979 8.670 1.2 -1.2 -0.5
H 3.137 16.514 13.568 0.4 -0.1 -0.2
H 2.022 17.795 13.619 0.2 0.7 -0.3
H 3.839 18.147 13.585 -0.3 0.1 0.4
H 4.849 17.965 8.267 0.2 -0.5 -0.6
H 4.181 16.228 8.014 -0.5 0.7 -0.7
H 5.513 16.405 8.925 0.3 0.6 0.9
C -1.555 15.739 10.598 0.5 0.9 -1.1
O -2.568 15.351 9.666 -1.8 0.8 -0.1
C -3.111 16.286 8.769 3.0 -0.6 -0.1
O -2.453 17.194 8.284 -1.7 -1.0 0.9
O -4.301 15.821 8.440 -0.6 -0.4 -0.1
C -4.949 16.329 7.254 0.6 1.4 0.4
H -1.767 16.699 11.069 -0.3 -0.1 0.1
H -0.652 15.894 10.008 0.3 -0.1 0.3
H -1.414 14.960 11.348 -0.3 0.0 -0.3
H -4.439 15.987 6.353 -0.1 -0.2 0.1
H -4.856 17.413 7.314 0.0 0.1 -0.3
H -6.016 16.107 7.267 0.3 -0.5 0.2
C -2.993 20.513 12.863 -0.5 1.3 0.9
C -4.418 20.281 12.519 -0.9 -1.4 -1.0
O -4.694 19.305 11.838 -0.5 -0.3 -0.2
N -5.373 21.110 12.999 -0.4 1.2 0.1
C -6.837 20.933 12.731 1.6 -0.7 0.3
H -2.991 21.504 13.317 0.9 0.3 -0.1
H -2.383 20.431 11.963 0.1 -0.1 0.4
H -2.750 19.832 13.678 0.3 -0.2 -0.4
H -5.029 21.983 13.374 -0.4 -0.1 0.0
H -7.444 21.798 12.997 0.5 0.1 0.0
H -7.103 20.084 13.361 -0.5 0.0 -0.3
H -6.963 20.674 11.680 -0.1 0.0 0.1
C -2.881 24.057 9.071 -0.7 -0.8 0.2
C -3.166 25.422 8.580 0.9 0.8 -0.7
O -4.276 25.885 8.610 -1.5 0.5 -0.2
N -2.087 26.114 8.136 1.1 -1.0 0.9
C -2.116 27.377 7.483 -0.6 0.5 -0.6
H -3.806 23.516 8.869 0.0 -0.1 0.4
H -2.765 24.207 10.144 0.2 -0.6 0.1
H -2.093 23.471 8.598 0.3 0.5 0.2
H -1.228 25.681 8.442 0.2 0.3 -0.6
H -1.389 28.127 7.796 0.1 -0.3 0.5
H -3.122 27.765 7.646 0.1 0.2 -0.2
H -1.949 27.239 6.415 -0.1 0.1 -0.2
C -10.660 17.737 16.696 0.3 -0.9 -0.3
C -11.774 17.487 15.685 0.9 1.1 -0.5
O -11.977 18.247 14.753 -0.2 0.0 -0.2
N -12.449 16.344 15.846 -0.9 -1.8 1.3
C -13.466 15.779 14.957 1.3 1.3 -0.6
H -10.124 16.795 16.814 -0.3 -0.3 0.6
H -11.064 18.089 17.645 0.2 0.1 0.0
H -9.842 18.343 16.306 -0.7 0.6 -0.1
H -12.322 15.810 16.694 0.4 0.3 -0.1
H -14.441 16.241 15.112 -0.1 -0.4 0.1
H -13.415 14.691 14.998 -0.4 0.2 0.2
H -13.098 16.105 13.984 -0.5 -0.2 -0.4
C -8.190 22.809 6.687 -0.9 0.0 1.5
C -9.150 22.841 7.903 -1.6 -2.7 -3.1
O -10.040 22.031 8.093 -0.1 -1.1 0.0
N -9.069 23.881 8.647 2.7 4.9 1.4
C -9.905 24.313 9.687 -1.5 -1.4 1.3
H -8.366 23.747 6.160 0.6 0.0 0.0
H -8.398 21.983 6.007 0.1 0.0 0.4
H -7.246 22.737 7.226 0.6 0.1 -1.0
H -8.450 24.641 8.405 0.5 -0.5 -0.5
H -9.363 24.566 10.598 0.2 0.4 -0.2
H -10.466 23.423 9.972 -0.5 0.2 0.0
H -10.580 25.107 9.366 0.0 0.0 0.2
O -2.126 25.611 17.883 0.6 1.2 0.2
C -2.737 24.575 17.938 2.7 -0.1 1.6
N -3.645 24.237 17.069 -2.4 -2.4 -1.4
C -2.464 23.539 19.059 0.2 0.1 0.6
H -3.985 23.296 17.206 -0.4 0.2 -0.4
H -3.903 24.708 16.214 0.3 0.4 0.4
H -2.430 22.474 18.827 -1.0 0.0 -0.5
H -3.165 23.775 19.860 -0.3 -0.4 0.0
H -1.498 23.589 19.563 0.2 1.1 -0.5
O -5.148 26.548 13.337 -2.1 2.4 -0.3
C -5.993 27.494 13.253 2.6 -3.6 0.3
N -6.790 27.638 12.188 -0.3 0.2 -0.2
C -6.192 28.477 14.337 -0.2 -0.4 0.5
H -7.516 28.337 12.253 0.1 -0.3 -0.6
H -6.682 26.999 11.414 -0.2 0.2 0.0
H -5.702 29.393 14.004 -0.2 0.2 0.5
H -5.801 28.056 15.263 0.4 0.4 -0.2
H -7.266 28.563 14.503 0.0 0.6 -0.1
O -9.227 23.774 17.572 0.7 -1.1 0.5
C -9.811 24.188 16.610 -1.6 0.8 0.6
N -9.651 25.475 16.206 -0.1 1.4 -1.1
C -10.966 23.524 15.872 0.3 -0.9 -0.5
H -9.184 26.188 16.748 0.2 -0.6 0.2
H -10.249 25.860 15.490 0.1 -0.3 0.1
H -10.960 23.911 14.853 -0.3 -0.2 -0.1
H -11.948 23.661 16.326 0.2 0.7 0.2
H -10.916 22.435 15.838 0.6 0.0 -0.1
O 1.729 23.915 9.439 0.7 0.3 0.2
C 2.451 24.113 10.411 -1.9 -1.5 -0.8
N 3.154 25.231 10.603 1.1 1.2 0.8
C 2.570 23.035 11.468 0.3 0.3 0.9
H 3.419 25.472 11.547 0.3 -0.1 -0.3
H 3.424 25.877 9.875 -0.6 -0.2 0.0
H 1.619 22.679 11.863 -0.1 0.0 -0.6
H 3.101 23.385 12.354 0.3 0.0 0.0
H 3.136 22.207 11.042 -0.1 0.0 0.0
O -7.467 15.299 14.140 -0.9 0.2 -0.3
C -7.156 15.475 12.969 -1.8 0.1 1.2
N -5.953 15.098 12.598 3.8 -1.3 -1.1
C -8.041 15.984 11.844 -0.3 0.6 0.9
H -5.414 14.494 13.201 -0.5 0.3 0.6
H -5.333 15.424 11.871 -1.0 0.3 -0.5
H -9.067 16.199 12.143 0.0 -0.6 0.4
H -8.022 15.245 11.043 0.1 0.5 -0.3
H -7.699 16.996 11.628 0.5 -0.2 -0.8

Let's list energy in order: -60991.9001; -74213.9988 eV.
Let's list frontier orbital gap in order: 6.8; 9.3 eV.
Let's list HOMO energy in order: -4.7; -9.2 eV.